# 1
# C3H5O4Tm

A structure of composition C3H5O4Tm in a non-equilibrium geometry (ωB97M-V/def2-TZVPD, the OMol25 dataset).

* spin multiplicity: 4
* lowest unoccupied orbital energy (alpha / beta): -5.253 / -6.828 eV
* largest force on an atom: 4.324 eV/A
* energy relative to the best compared isomer or geometry (same formula, charge and spin): 137.3 kJ/mol
* M: 274.003 g/mol
* net charge: +1

XYZ file:
```
13
Properties=species:S:1:pos:R:3:forces:R:3
O 0.031 1.233 -0.423 2.0 -1.7 -1.0
C 1.054 -0.276 0.429 0.5 -0.8 -0.6
C -1.263 0.796 -0.059 -0.1 0.0 -0.5
O 1.888 0.064 1.330 1.5 -0.3 -0.4
O -0.002 -1.053 0.763 1.1 1.6 0.2
C -1.216 -0.717 0.083 -0.6 -0.2 -0.6
H -1.969 1.083 -0.849 -0.1 -0.1 0.4
H -1.538 1.241 0.913 0.2 0.1 -0.5
H -1.220 -1.199 -0.906 0.0 0.0 0.3
H -2.032 -1.085 0.713 0.2 -0.1 -0.3
Tm 3.932 -0.208 0.105 -4.3 0.2 0.4
O 1.606 -0.436 -0.806 1.4 0.2 0.0
H 0.729 0.556 -1.294 -1.8 1.1 2.6
```
Positions in Å, forces in eV/Å.

=====

# 2
# C2H8N5

The ion C2H8N5 with charge +1 in a non-equilibrium geometry (ωB97M-V/def2-TZVPD, the OMol25 dataset).

* lowest unoccupied orbital energy: -3.760 eV
* largest force on an atom: 4.508 eV/A
* energy relative to the best compared isomer or geometry (same formula, charge and spin): 508.9 kJ/mol
* M: 102.121 g/mol
* net charge: +1

XYZ file:
```
15
Properties=species:S:1:pos:R:3:forces:R:3
N 0.670 -2.657 0.821 3.5 0.3 0.0
C 0.060 -1.620 0.858 -1.8 0.2 0.8
N -0.740 -0.664 0.669 2.7 -1.2 -0.9
N -1.970 -0.313 1.174 -0.7 0.3 0.8
C -0.215 0.062 -0.865 -0.1 -2.3 -1.0
N 0.242 1.287 -0.810 -0.5 4.2 1.6
N 1.603 1.784 -0.713 0.3 -3.5 0.2
H 1.772 -2.741 1.014 -3.4 0.2 -0.1
H -2.011 -0.313 2.206 0.2 0.1 -0.7
H -2.182 0.617 0.804 0.0 -0.3 0.4
H 0.488 -0.797 -1.166 -0.9 1.7 0.0
H -1.180 0.044 -1.375 -0.1 -0.5 0.4
H -0.393 1.989 -0.289 1.2 -1.4 -1.6
H 2.178 0.849 -0.850 -0.8 3.1 -0.1
H 1.679 2.472 -1.478 0.4 -1.0 0.2
```
Positions in Å, forces in eV/Å.

=====

# 3
# C27H26O6S3Sn

A structure of composition C27H26O6S3Sn in a non-equilibrium geometry (ωB97M-V/def2-TZVPD, the OMol25 dataset).

* lowest unoccupied orbital energy: 0.123 eV
* largest force on an atom: 3.933 eV/A
* M: 661.411 g/mol
* net charge: 0

XYZ file:
```
63
Properties=species:S:1:pos:R:3:forces:R:3
Sn 1.926 -19.980 -3.807 -0.7 0.4 -0.8
O 1.870 -16.946 0.001 1.4 -0.7 -1.5
C 1.791 -17.661 -1.171 -1.2 0.3 0.7
O 2.722 -17.888 -1.891 0.1 0.1 0.2
C 0.358 -18.127 -1.501 -0.4 0.5 -0.9
O 0.301 -18.404 -2.924 -1.1 -0.4 0.5
C -1.040 -19.005 -3.204 0.6 0.2 1.5
C -0.973 -20.545 -3.201 0.9 0.9 -0.4
O -2.057 -21.060 -3.205 0.1 -1.1 0.2
O 0.247 -21.086 -3.294 -1.7 0.2 0.5
H 2.845 -16.732 0.044 -1.2 -0.1 0.3
H -0.404 -17.326 -1.350 0.8 -0.5 0.5
H 0.052 -19.049 -0.977 0.4 0.5 0.3
H -1.418 -18.719 -4.164 0.4 0.4 -0.7
H -1.804 -18.626 -2.461 1.0 -0.6 -0.6
O 0.775 -19.179 -5.414 0.2 -0.7 1.9
C 1.128 -19.536 -6.679 0.5 0.0 -1.4
C 1.549 -18.260 -7.430 -0.3 -1.6 0.6
C 1.832 -17.029 -6.914 -0.3 -0.1 -1.5
C 2.113 -16.165 -7.991 0.3 1.3 -1.2
C 2.045 -16.727 -9.241 0.6 0.9 0.1
S 1.622 -18.374 -9.145 0.4 0.8 0.2
C 2.290 -20.569 -6.709 -1.9 -0.6 0.2
C 3.593 -20.495 -7.027 0.5 0.9 0.0
C 4.251 -21.749 -7.105 -0.6 0.9 -0.6
C 3.391 -22.753 -6.895 -0.2 -1.5 0.8
S 1.835 -22.253 -6.436 0.0 0.8 -0.4
C -0.113 -20.137 -7.388 -0.3 0.2 1.4
C -0.300 -20.637 -8.630 3.2 0.0 -0.9
C -1.597 -20.961 -8.977 -1.6 -0.9 0.2
C -2.381 -20.814 -7.876 -2.2 0.8 0.2
S -1.612 -20.189 -6.516 1.1 0.4 -0.2
H 1.238 -17.245 -4.993 -0.3 -0.9 1.0
H 2.279 -15.094 -7.803 0.1 -0.6 -0.4
H 2.283 -16.244 -10.197 -0.3 -0.3 0.5
H 4.076 -19.547 -7.223 0.0 0.0 -0.1
H 5.214 -21.823 -7.525 1.1 -0.3 -0.1
H 3.557 -23.819 -6.938 0.3 0.0 0.0
H 0.617 -20.770 -9.229 -0.9 -0.1 -0.1
H -2.033 -21.367 -9.891 0.6 0.3 0.1
H -3.472 -20.731 -7.798 0.4 -0.7 -0.4
C 1.913 -14.092 -5.162 0.5 3.0 -1.4
C 0.849 -15.205 -5.342 1.7 0.8 1.1
C 0.223 -15.315 -3.934 0.9 1.1 0.7
C 1.704 -16.488 -5.547 0.2 0.1 0.2
C -0.209 -15.038 -6.393 -0.3 2.2 -0.2
C -0.481 -13.834 -7.083 1.2 -0.4 0.7
C -1.470 -13.694 -8.037 0.2 2.3 -1.2
C -2.318 -14.749 -8.283 2.8 -1.0 2.6
C -2.072 -15.935 -7.554 -2.2 0.6 -1.2
C -1.080 -16.061 -6.613 -0.3 -2.2 0.2
H 2.509 -14.089 -4.261 -0.3 -1.0 0.9
H 1.527 -12.998 -5.099 0.2 -1.7 -0.5
H 2.774 -14.098 -5.895 -1.3 0.0 0.1
H 1.053 -15.640 -3.266 -0.7 -0.4 -0.3
H -0.621 -15.994 -3.944 -0.1 -0.1 0.4
H -0.013 -14.302 -3.490 -0.3 -1.0 -0.8
H 2.702 -16.275 -5.139 -0.2 -0.2 0.1
H 0.129 -12.983 -6.838 0.3 0.2 -0.1
H -1.522 -12.679 -8.627 -0.2 -2.1 1.3
H -3.144 -14.665 -8.863 -2.2 0.1 -1.9
H -2.867 -16.664 -7.760 0.8 -0.4 0.5
H -0.958 -17.009 -6.036 -0.2 0.7 -0.7
```
Positions in Å, forces in eV/Å.

=====

# 4
# C4H11NO2

A cluster of 2 separate species, C4H11NO2 in total in a non-equilibrium geometry (ωB97M-V/def2-TZVPD, the OMol25 dataset).

* lowest unoccupied orbital energy: 0.587 eV
* largest force on an atom: 5.114 eV/A
* energy relative to the best compared isomer or geometry (same formula, charge and spin): 283.7 kJ/mol
* M: 105.137 g/mol
* net charge: 0

XYZ file:
```
18
Properties=species:S:1:pos:R:3:forces:R:3
N -2.566 0.138 0.894 3.1 -0.9 -2.9
C -1.061 0.377 0.887 1.5 -0.1 1.2
C -0.281 -0.882 0.417 -2.5 -2.7 0.9
C 1.249 -0.873 0.346 -0.8 4.8 -1.6
C 1.777 -0.935 -1.062 0.6 -3.1 -0.3
O 2.469 -0.217 -1.763 -1.6 -0.8 1.4
H -2.900 0.721 1.581 -1.5 1.7 1.5
H -2.947 0.381 -0.063 0.5 -0.2 1.8
H -0.564 0.617 1.925 -1.7 -0.6 -1.3
H -0.664 1.230 0.372 -0.6 0.9 -0.9
H -0.548 -1.491 1.308 0.2 -0.5 -0.8
H -0.875 -1.404 -0.446 1.4 1.0 1.2
H 1.861 -1.473 0.944 0.3 -1.6 0.9
H 1.485 0.134 0.655 0.4 0.7 0.6
H 1.507 -2.077 -1.261 0.7 1.6 -1.4
O 0.545 2.317 -1.617 0.1 -2.2 0.3
H 0.039 1.459 -1.469 0.8 1.7 -0.4
H 1.473 1.978 -1.648 -0.9 0.4 -0.1
```
Positions in Å, forces in eV/Å.

=====

# 5
# C4H10N2

The ion C4H10N2 with charge +1 in a non-equilibrium geometry (ωB97M-V/def2-TZVPD, the OMol25 dataset).

* spin multiplicity: 2
* lowest unoccupied orbital energy (alpha / beta): -6.189 / -8.539 eV
* largest force on an atom: 6.859 eV/A
* energy relative to the best compared isomer or geometry (same formula, charge and spin): 514.1 kJ/mol
* M: 86.138 g/mol
* net charge: +1

XYZ file:
```
16
Properties=species:S:1:pos:R:3:forces:R:3
C 0.695 -0.634 -1.333 1.4 -0.1 -1.3
C -0.140 -0.845 -0.042 1.1 -1.2 0.4
C -0.656 0.560 0.416 0.8 -0.4 -2.0
C -0.067 0.312 2.635 -4.9 2.0 -0.2
N -0.923 0.865 1.716 3.1 -3.3 5.2
N 0.382 0.608 -2.062 -0.7 0.0 0.0
H 0.427 -1.494 -1.938 0.6 -0.1 -0.3
H 1.849 -0.616 -1.146 -2.1 -0.3 0.0
H -0.938 -1.664 -0.267 0.8 2.0 0.5
H 0.578 -1.431 0.654 -1.2 1.4 -0.4
H -1.514 0.688 -0.204 -1.4 0.5 -0.4
H -0.092 1.499 0.014 -0.1 -1.2 0.9
H -0.334 -0.032 3.719 0.2 0.9 -2.2
H 0.919 0.376 2.293 1.8 -0.4 -0.2
H -0.185 1.117 -1.421 -0.3 0.8 -1.4
H -0.002 0.690 -3.035 0.7 -0.8 1.5
```
Positions in Å, forces in eV/Å.

=====

# 6
# C28H82N2O22

A cluster of 12 separate species, C28H82N2O22 in total in a non-equilibrium geometry (ωB97M-V/def2-TZVPD, the OMol25 dataset).

* lowest unoccupied orbital energy: 0.297 eV
* largest force on an atom: 4.202 eV/A
* energy relative to the best compared isomer or geometry (same formula, charge and spin): 504.5 kJ/mol
* M: 798.956 g/mol
* net charge: 0

XYZ file:
```
134
Properties=species:S:1:pos:R:3:forces:R:3
C -5.653 -0.339 3.462 -0.1 0.6 -0.4
O -5.526 0.213 2.119 -0.1 -1.3 1.5
C -5.996 -0.748 1.182 -1.0 0.6 -2.2
C -5.103 -0.678 -0.100 -1.7 0.0 -0.7
C -5.692 -1.337 -1.371 -1.8 0.0 0.4
N -3.941 -1.390 0.219 1.7 -0.4 1.1
H -4.862 -1.079 3.584 -0.2 -0.1 0.3
H -6.642 -0.745 3.676 -0.1 -0.5 -0.6
H -5.626 0.433 4.231 0.8 0.4 -0.4
H -6.126 -1.793 1.462 1.0 -0.1 0.8
H -7.035 -0.504 0.963 -0.2 0.5 -0.4
H -4.851 0.376 -0.224 -0.4 0.4 -0.4
H -5.072 -1.547 -2.243 0.7 0.3 0.5
H -6.561 -0.821 -1.780 0.0 0.6 0.1
H -6.155 -2.290 -1.114 0.4 -0.3 0.3
H -3.247 -1.382 -0.515 0.3 0.1 0.1
H -3.576 -0.883 1.013 0.9 -0.3 0.2
C -4.868 0.802 -3.937 1.2 0.6 -1.2
O -3.488 1.151 -4.209 -0.1 -1.7 0.9
C -2.611 0.802 -3.109 -0.4 4.2 0.2
C -1.178 1.041 -3.555 1.0 -0.6 1.5
C -0.725 2.359 -4.260 -1.7 -0.9 0.7
N -0.759 -0.118 -4.290 -0.5 -0.6 -2.9
H -5.128 0.821 -2.879 0.1 0.2 0.0
H -5.043 -0.188 -4.358 -0.3 -0.1 0.1
H -5.376 1.567 -4.525 -0.6 -0.3 0.3
H -2.795 1.630 -2.424 0.0 0.2 0.6
H -2.856 -0.031 -2.450 0.3 -0.9 -0.9
H -0.537 0.828 -2.699 -0.5 1.6 1.0
H 0.288 2.263 -4.649 0.2 0.1 0.6
H -0.888 3.157 -3.535 0.5 0.3 -0.2
H -1.359 2.556 -5.124 -0.2 0.0 0.0
H -1.625 -0.585 -4.517 0.0 -1.0 0.0
H -0.590 0.289 -5.199 0.7 -0.5 -0.8
O 1.322 5.017 -0.567 0.8 -1.2 0.0
C 0.062 5.323 -0.057 -0.3 1.4 0.7
C 0.244 5.772 1.421 -0.6 -0.8 -0.8
O 0.729 4.678 2.184 -0.1 -0.3 0.5
H 1.231 4.256 -1.144 0.2 -0.1 -0.2
H -0.315 6.063 -0.764 -0.6 0.7 0.6
H -0.700 4.544 -0.037 0.4 -0.7 -0.2
H -0.759 5.906 1.825 0.0 0.6 0.0
H 0.871 6.650 1.578 0.0 0.1 -0.3
H 1.484 4.258 1.764 0.2 0.2 -0.4
O 2.480 4.056 -3.723 -2.2 1.4 -0.7
C 3.626 3.665 -3.109 1.0 -2.5 0.2
C 3.511 2.081 -3.151 2.9 1.7 1.5
O 3.473 1.615 -4.473 -0.9 0.6 0.0
H 2.632 3.629 -4.570 -0.9 0.1 -0.6
H 4.411 4.076 -3.745 1.0 -0.5 0.5
H 3.740 4.013 -2.082 -0.3 0.1 0.0
H 2.710 1.776 -2.479 -0.5 0.0 -0.5
H 4.425 1.659 -2.734 0.3 0.0 0.5
H 2.807 0.933 -4.359 -0.5 -0.8 -0.6
O 2.822 1.212 4.486 0.1 -0.6 -0.9
C 1.494 1.745 4.429 1.5 0.3 1.3
C 1.614 3.107 5.099 -0.4 0.5 -0.4
O 2.228 3.068 6.391 -0.3 -0.5 -0.2
H 3.235 1.516 5.298 -0.2 -0.3 0.1
H 1.214 1.808 3.378 -0.3 0.0 0.2
H 0.851 1.102 5.031 -0.4 -0.1 -0.3
H 0.626 3.554 5.206 0.1 0.2 0.0
H 2.264 3.728 4.482 -0.4 0.2 -0.3
H 3.174 3.051 6.226 0.1 0.3 0.3
O 2.402 -5.120 3.323 -0.9 -0.3 -0.3
C 0.998 -5.182 3.558 -1.1 1.6 0.9
C -0.039 -4.773 2.494 1.6 -1.9 -0.8
O 0.300 -3.672 1.710 -0.7 1.2 0.2
H 2.677 -5.850 2.764 0.0 -0.1 -0.1
H 0.545 -6.069 4.002 0.8 -0.8 -0.1
H 0.825 -4.445 4.342 0.4 0.2 0.2
H -0.967 -4.726 3.063 -0.2 0.6 -0.3
H -0.137 -5.571 1.758 -0.4 -0.6 0.2
H 1.249 -3.527 1.732 0.6 0.3 0.0
O -1.034 -1.668 0.066 -0.9 0.7 -0.4
C 0.009 -1.065 -0.661 0.8 1.5 0.6
C 0.546 0.308 0.065 -0.9 -0.4 0.3
O -0.104 1.606 -0.088 0.4 -1.1 -1.5
H -0.747 -2.438 0.562 0.6 -0.2 0.2
H 0.830 -1.777 -0.739 0.5 0.3 0.3
H -0.279 -0.890 -1.698 -0.4 0.2 0.1
H 1.593 0.515 -0.159 0.1 -0.5 -0.2
H 0.425 0.067 1.122 0.4 -0.3 0.1
H -0.608 1.847 0.692 -0.3 -0.5 0.3
O 1.836 -0.415 -3.518 1.1 0.0 0.6
C 2.110 -1.674 -4.117 -0.3 0.1 -0.7
C 3.614 -1.781 -4.086 0.4 -0.5 -0.2
O 4.114 -2.853 -4.901 -0.4 0.1 0.2
H 0.927 -0.129 -3.637 -0.8 -0.8 -0.4
H 1.587 -2.523 -3.675 0.0 0.1 0.6
H 1.799 -1.691 -5.161 -0.1 0.2 -0.3
H 3.950 -1.987 -3.070 0.0 0.2 0.1
H 3.955 -0.799 -4.413 0.5 -0.2 0.0
H 4.717 -2.543 -5.580 -0.1 0.3 0.1
O -4.290 -4.043 0.026 -0.5 -0.4 0.2
C -3.170 -4.803 0.364 -0.6 -0.5 -2.2
C -3.186 -5.969 -0.686 -0.1 1.7 1.3
O -1.967 -6.577 -0.566 1.8 -2.8 0.6
H -4.133 -3.144 0.323 -0.2 1.0 0.1
H -2.235 -4.262 0.215 0.2 0.3 0.1
H -3.211 -5.165 1.391 0.1 -0.4 0.1
H -3.357 -5.707 -1.730 -0.3 0.8 0.2
H -4.020 -6.599 -0.377 0.3 -0.6 -0.1
H -1.209 -6.206 -1.023 -0.6 0.5 -0.2
O -1.642 2.529 1.949 -0.2 0.8 -0.1
C -2.814 2.651 2.717 -1.2 -1.4 -0.5
C -4.066 3.248 1.996 3.1 0.3 1.6
O -3.590 4.620 1.703 -1.2 -1.1 -1.1
H -1.393 3.444 1.799 0.6 0.3 -0.3
H -3.035 1.613 2.969 -0.2 0.0 0.6
H -2.616 3.273 3.590 0.0 -0.1 0.3
H -4.836 3.104 2.754 -0.5 0.8 -0.2
H -4.313 2.633 1.132 0.1 0.8 -0.4
H -3.589 5.208 2.462 -0.3 -0.4 0.3
O 2.725 -2.074 1.388 -0.1 0.7 1.2
C 3.011 -1.111 2.465 -0.5 -0.5 -0.7
C 4.169 -1.578 3.342 0.9 0.5 -0.7
O 5.550 -1.167 2.868 -1.8 -0.5 1.8
H 3.570 -2.161 0.940 0.2 -0.2 -0.4
H 3.094 -0.131 1.995 0.7 0.2 0.2
H 2.089 -1.013 3.038 0.1 -0.4 0.2
H 3.993 -2.644 3.487 0.7 -0.5 -0.8
H 4.066 -1.295 4.390 0.3 1.1 -0.3
H 5.704 -1.247 1.924 -0.9 -0.5 -0.2
O 7.721 -0.296 -0.687 -0.1 -0.4 -0.6
C 6.538 0.308 -0.173 -0.1 -0.6 -0.6
C 5.222 -0.465 -0.539 1.5 0.8 -0.1
O 5.154 -1.713 0.112 0.1 -0.5 0.9
H 8.017 -0.970 -0.071 0.1 0.0 0.1
H 6.743 0.384 0.895 -0.9 0.3 0.2
H 6.492 1.293 -0.638 -0.1 0.1 0.2
H 5.181 -0.771 -1.584 0.1 1.1 -0.4
H 4.399 0.191 -0.256 -0.3 -0.4 0.0
H 5.832 -2.252 -0.302 0.0 -0.3 0.0
```
Positions in Å, forces in eV/Å.